{"formula": "C3H4O2S", "method": "ωB97M-V/def2-TZVPD", "smiles": "CC(=O)C(O)=S", "e_above_lowest_kj_mol": 271.5, "energy_ev": -18103.251, "molar_mass_g_mol": 104.1, "homo_ha": -0.3360, "lumo_energy_ev": -1.06, "species": ["C", "C", "O", "C", "O", "S", "H", "H", "H", "H"], "xyz": [[0.177, -1.489, -0.218], [-0.451, 0.013, -0.305], [-1.539, 0.479, -0.774], [0.406, 1.142, 0.308], [-0.471, 2.056, 0.734], [1.981, 1.181, 0.705], [-0.375, -2.636, -0.486], [0.968, -1.064, -1.020], [0.620, -1.415, 0.902], [-1.315, 1.733, 0.154]], "atomic_forces_ev_per_a": [[0.104, 1.598, 0.016], [-3.006, -0.787, -1.297], [3.098, -2.573, 1.221], [-0.394, 0.338, 1.888], [-0.933, -0.861, -1.996], [-0.284, -0.267, -0.558], [1.393, 4.246, 0.628], [-0.770, -2.120, 1.760], [-0.632, -0.678, -2.953], [1.423, 1.104, 1.289]], "nbo_charge": [-0.73, 0.52, -0.56, 0.08, -0.63, -0.01, 0.28, 0.27, 0.27, 0.50]}